Below is C26H74BN6O12V2 as an isolated structure in a non-equilibrium geometry, with properties calculated with ωB97M-V/def2-TZVPD.

Structure (XYZ):
```
121
Properties=species:S:1:pos:R:3:mulliken_charge:R:1
O 0.1445 2.2575 -1.6668 -0.427
V -1.4412 2.0191 -1.4791 0.882
O -2.0908 3.3066 -2.1219 -0.553
O -2.4382 -0.8922 1.7363 -0.643
V -2.6556 -1.0808 0.1502 -0.326
O -2.4680 -2.5887 -0.2892 -0.667
O -4.8646 -1.3417 0.0853 -0.725
C -5.3889 -0.1149 -0.3471 -0.410
C -4.5226 1.1265 -0.1833 -0.556
O -3.2252 0.9721 -0.7174 -0.591
H -6.2419 0.0560 0.3349 0.331
H -5.7568 -0.1836 -1.3839 0.212
H -4.4494 1.3604 0.8905 0.156
H -4.9761 2.0092 -0.6596 0.334
B -0.4044 -0.3351 -0.3877 11.142
H -0.9661 -0.2590 -1.4323 -0.630
H 0.6528 0.1381 -0.5845 -1.792
H -0.9478 0.2699 0.4192 -1.389
H -0.3160 -1.4684 -0.0533 -0.906
C -1.0646 0.4393 4.3543 -1.263
C 0.3102 1.0594 4.0868 0.157
C 1.4310 0.0903 4.4226 -0.163
O 2.6683 0.7621 4.4216 -0.385
C 3.7403 -0.0585 4.8488 -0.726
N 0.3744 1.4910 2.6854 -0.231
H -1.3451 0.4947 5.4070 0.520
H -1.0981 -0.6186 4.0847 0.099
H -1.7934 0.9445 3.7233 0.223
H 0.4111 1.9041 4.7746 0.340
H 1.4111 -0.7742 3.7491 -0.077
H 1.2107 -0.3183 5.4266 0.483
H 3.7388 -0.0379 5.9441 0.349
H 4.6434 0.3580 4.4096 0.255
H 3.6191 -1.0990 4.5314 0.199
H 1.3190 1.8467 2.5688 0.214
H 0.2492 0.6770 2.0864 -0.796
C 4.5401 -0.9191 0.0370 -1.639
C 3.4822 -0.1558 0.8463 0.871
C 3.1272 1.1333 0.1250 0.658
O 4.2384 2.0036 0.1084 -0.472
C 3.8538 3.3643 0.1374 -0.686
N 2.3414 -0.9960 1.2054 0.859
H 4.8515 -1.8128 0.5852 0.360
H 5.4043 -0.2833 -0.1613 0.507
H 4.1667 -1.2525 -0.9361 0.149
H 3.9626 0.1389 1.7886 -0.336
H 2.2915 1.5849 0.6782 -0.409
H 2.7698 0.9481 -0.8942 -0.060
H 3.3530 3.5237 1.0993 0.263
H 3.2367 3.7065 -0.6975 0.278
H 4.7861 3.9300 0.1241 0.333
H 2.5408 -1.9832 1.1238 -0.119
H 1.5527 -0.7573 0.6020 -2.037
C 2.0717 -1.1363 -3.5113 -0.870
C 1.2471 -2.4083 -3.3877 0.177
C 1.8185 -3.3507 -2.3162 -0.171
O 0.8412 -4.3111 -1.9880 -0.427
C 1.3861 -5.1657 -0.9947 -0.476
N -0.1325 -2.0181 -3.0282 -0.298
H 2.0138 -0.5618 -2.5790 -0.176
H 1.6337 -0.4447 -4.2297 0.167
H 3.1288 -1.3434 -3.6866 0.428
H 1.1860 -2.9276 -4.3494 0.401
H 2.0561 -2.6902 -1.4703 -0.261
H 2.7345 -3.8309 -2.6835 0.464
H 1.7462 -4.5823 -0.1409 -0.034
H 2.2512 -5.7016 -1.4005 0.381
H 0.6173 -5.8304 -0.6087 0.333
H -0.1280 -1.3664 -2.2491 -2.265
H -0.5081 -2.8665 -2.6067 0.410
C -0.7951 0.7767 -5.7674 -1.331
C -1.4095 1.5807 -4.6080 0.534
C -2.6270 2.3353 -5.0888 -0.891
O -2.2342 3.1627 -6.1653 -0.334
C -3.3391 3.5298 -6.9715 -0.805
N -1.6635 0.7365 -3.3983 -0.355
H -1.5750 0.3179 -6.3871 0.346
H -0.1609 -0.0368 -5.4182 0.311
H -0.2823 1.4692 -6.4312 0.374
H -0.6334 2.3069 -4.3560 0.025
H -3.1502 2.9000 -4.3090 0.384
H -3.3872 1.6170 -5.4455 0.436
H -3.7806 2.6119 -7.3820 0.324
H -2.9782 4.1271 -7.8033 0.262
H -4.0874 4.0167 -6.3397 0.300
H -1.0756 -0.0595 -3.6734 -0.167
H -2.5524 0.2411 -3.5202 0.259
C -0.2629 -3.0745 3.0757 -1.205
C 0.2617 -4.4304 2.5794 0.749
C 1.7293 -4.5402 2.9114 -0.355
O 2.3618 -5.5765 2.1692 -0.354
C 3.6767 -5.7975 2.6092 -0.798
N -0.5740 -5.4759 3.2247 -0.763
H -1.3476 -3.0067 3.0107 0.482
H 0.0135 -2.2961 2.3552 0.020
H 0.1214 -2.8378 4.0708 0.326
H 0.0927 -4.3526 1.5045 -0.056
H 1.8699 -4.7227 3.9877 0.556
H 2.2492 -3.6034 2.6673 -0.108
H 4.2516 -6.3786 1.8915 0.274
H 3.6401 -6.3979 3.5317 0.290
H 4.1914 -4.8664 2.8713 0.296
H -0.0352 -5.7328 4.0528 0.334
H -0.4704 -6.3268 2.6712 0.315
C -0.0651 4.8208 0.2748 -1.141
C -1.2030 4.1878 1.0572 0.527
C -2.5532 4.8518 0.9699 -0.926
O -3.5209 4.1053 1.6777 -0.264
C -4.8245 4.5228 1.3818 -0.878
N -1.3595 2.7699 0.6324 0.860
H 0.0442 5.8796 0.5223 0.469
H -0.1401 4.6641 -0.8000 0.109
H 0.8667 4.3352 0.5729 0.083
H -0.8949 4.1647 2.1083 0.246
H -2.8483 4.9256 -0.0906 0.228
H -2.6243 5.9002 1.2985 0.475
H -5.0197 4.5226 0.2968 0.330
H -4.9744 5.5251 1.7938 0.342
H -5.5974 3.8057 1.6604 0.287
H -2.3458 2.5269 0.7678 0.104
H -0.9087 2.2264 1.3806 -0.471
```

Summary:
- DFT total energy: -113724.044 eV
- Net charge: -1
- Lowest unoccupied orbital energy: 2.347 eV
- Gap between HOMO and LUMO: 7.48 eV
- Molecular weight: 775.61 g mol⁻¹

=====

Below is a 9-piece molecular cluster, C26H74N4O14 overall in a non-equilibrium geometry, with properties calculated with ωB97M-V/def2-TZVPD.

Structure (XYZ):
```
118
Properties=species:S:1:pos:R:3:mulliken_charge:R:1
C 11.0880 10.3505 15.6145 -0.563
O 11.9490 9.3062 16.1011 -0.055
C 11.8516 9.1057 17.5016 -0.827
C 12.9853 8.2455 17.9613 0.436
C 12.8833 8.1264 19.4638 -1.608
N 14.2538 8.8991 17.7113 -0.694
H 11.2728 11.2791 16.1545 0.361
H 10.0558 10.0525 15.7984 0.442
H 11.1423 10.4790 14.5335 -0.195
H 11.9224 10.0438 18.0521 0.339
H 10.8761 8.7015 17.7720 0.463
H 13.1004 7.2670 17.4949 0.363
H 12.8978 9.1060 19.9416 0.279
H 13.7034 7.5836 19.9338 0.398
H 11.9911 7.5618 19.7347 0.434
H 14.3425 9.6946 18.3273 0.322
H 13.9640 9.3588 16.8600 0.189
C 16.4213 7.2040 9.0955 -1.052
O 16.2460 7.9368 10.2620 0.218
C 17.4513 8.1902 10.9846 -0.835
C 18.3811 9.2686 10.3667 0.435
C 19.7504 9.2744 11.0764 -1.633
N 17.8312 10.5620 10.5321 -0.116
H 17.1767 7.7077 8.4924 0.357
H 15.5156 7.2562 8.4912 0.332
H 16.7299 6.1963 9.3738 0.238
H 17.0545 8.5170 11.9458 0.033
H 17.9567 7.2425 11.1703 0.465
H 18.5647 9.1064 9.3046 0.311
H 20.3533 10.0368 10.5830 0.412
H 20.1941 8.2904 10.9246 0.482
H 19.7023 9.5414 12.1321 0.219
H 16.8751 10.5174 10.2097 0.290
H 17.8479 10.7254 11.5286 0.147
C 14.8622 13.1518 15.9082 -0.511
O 16.0141 13.0268 16.7078 -0.481
C 15.9965 12.1685 17.7586 -0.780
C 14.9668 12.4903 18.7334 0.987
C 15.1092 13.7962 19.5169 -1.783
N 14.6563 11.4125 19.6519 -0.461
H 15.1076 13.7794 15.0515 0.284
H 14.0071 13.6919 16.3145 0.118
H 14.5487 12.1562 15.5940 0.352
H 15.7300 11.2180 17.2963 0.300
H 16.9681 12.0702 18.2427 0.404
H 14.0456 12.6049 18.1621 -0.096
H 14.3064 13.9884 20.2288 0.438
H 15.2894 14.7215 18.9697 0.348
H 16.0660 13.8033 20.0391 0.361
H 13.9967 11.7589 20.3338 0.272
H 15.4577 11.0490 20.1476 0.215
C 17.1082 13.8814 11.7207 -0.426
O 18.4118 14.2679 11.9334 -0.493
C 19.2696 13.1068 11.8620 -0.154
C 20.6104 13.3149 12.5327 0.362
C 21.3886 14.3812 11.8391 -1.604
N 21.4498 12.1676 12.4987 -0.642
H 16.3537 14.6634 11.6351 0.393
H 16.8373 13.2736 12.5840 0.111
H 17.0864 13.4086 10.7388 0.284
H 18.8433 12.2380 12.3636 0.020
H 19.4955 12.7748 10.8487 0.313
H 20.5082 13.6640 13.5602 0.255
H 21.7161 14.0476 10.8544 0.357
H 22.2827 14.6512 12.4010 0.435
H 20.7905 15.2870 11.7397 0.328
H 22.3497 12.4135 12.8858 0.257
H 21.1050 11.4815 13.1548 0.220
O 10.9976 16.8748 17.8114 -0.512
C 10.7887 16.8604 16.3840 -0.627
C 11.3914 15.5889 15.7306 0.257
O 11.3942 15.6878 14.2942 -0.564
H 10.2978 16.3296 18.1783 0.304
H 9.7438 16.8419 16.0743 0.314
H 11.2850 17.7377 15.9693 0.315
H 10.7542 14.7266 15.9270 0.185
H 12.4374 15.3703 15.9458 0.000
H 11.8608 14.9072 13.9867 0.290
O 15.3839 10.1558 8.9522 -0.535
C 14.6196 9.9152 7.7634 -0.587
C 13.0995 9.7474 7.7993 -0.323
O 12.7658 8.4484 8.2007 -0.614
H 15.6369 9.3208 9.3527 -0.055
H 14.8609 10.7357 7.0876 0.442
H 15.0884 9.0682 7.2625 0.336
H 12.7300 9.8387 6.7779 0.445
H 12.6770 10.5284 8.4315 0.080
H 13.0543 8.2850 9.1016 0.420
O 8.2454 14.5723 11.6017 -0.579
C 9.3038 13.7180 11.9525 -0.357
C 9.4904 12.3688 11.1916 -0.481
O 10.2424 11.4305 11.8493 -0.347
H 7.4499 14.3447 12.0885 0.346
H 10.2208 14.2950 11.8330 0.215
H 9.1864 13.5055 13.0152 0.324
H 9.9531 12.5848 10.2287 0.229
H 8.4916 11.9886 10.9768 0.435
H 9.7016 10.7063 12.1728 0.234
O 13.6052 8.2282 10.9297 -0.225
C 12.8993 7.6179 12.0035 -0.759
C 13.8240 7.5016 13.2663 0.103
O 14.8292 6.5316 12.9715 -0.523
H 14.4076 7.7584 10.6909 0.284
H 12.1045 8.3073 12.2882 0.163
H 12.4636 6.6716 11.6827 0.411
H 13.2462 7.3136 14.1712 0.297
H 14.4494 8.3883 13.3702 -0.128
H 14.3695 5.9126 12.3996 0.353
O 14.9752 10.8007 11.9508 0.164
C 13.8731 11.2270 12.7084 0.463
C 13.6694 12.7469 12.6173 -0.325
O 12.3928 13.1375 13.1736 0.131
H 14.6069 10.2529 11.2537 -0.139
H 12.9461 10.8027 12.3227 0.402
H 13.9582 10.8846 13.7398 -0.494
H 13.6516 12.9710 11.5508 0.416
H 14.4137 13.3636 13.1211 -0.404
H 11.7395 12.6037 12.7155 -0.146
```

Summary:
- DFT total energy: -62781.132 eV
- Net charge: 0
- Lowest unoccupied orbital energy: 0.127 eV
- SMILES: COC[C@H](C)N.COC[C@H](C)N.COC[C@H](C)N.COC[C@H](C)N.OCCO.OCCO.OCCO.OCCO.OCCO
- Gap between HOMO and LUMO: 8.97 eV
- Molecular weight: 666.89 g mol⁻¹

=====

> What is the molecular weight in the second record?

666.89 g mol⁻¹